[1]
{
  "formula": "C35H30BF4IrN3SSb",
  "method": "ωB97M-V/def2-TZVPD",
  "symbols": ["Ir", "Sb", "S", "F", "F", "F", "F", "N", "N", "N", "C", "C", "C", "C", "C", "C", "C", "C", "C", "C", "C", "C", "C", "C", "C", "C", "C", "C", "C", "C", "C", "C", "C", "C", "C", "C", "C", "C", "C", "C", "C", "C", "C", "C", "C", "B", "H", "H", "H", "H", "H", "H", "H", "H", "H", "H", "H", "H", "H", "H", "H", "H", "H", "H", "H", "H", "H", "H", "H", "H", "H", "H", "H", "H", "H", "H"],
  "xyz": [[1.21763, -1.61948, -0.53437], [-0.97627, 1.88782, -0.43937], [1.07513, 0.75892, -0.01267], [0.10883, -2.19028, -4.33907], [0.58643, -0.61018, -2.74237], [1.58043, -2.59928, -2.61767], [2.13863, -1.17478, -4.33207], [-0.64777, -2.82478, 0.20933], [3.41513, -1.24758, 0.18533], [1.45793, -2.18408, 1.68763], [-0.70627, 2.94472, 1.41393], [-0.59897, 2.82222, 3.79903], [-0.75797, 3.06872, -2.23567], [-0.80037, 2.19792, 2.58073], [5.64963, -0.58908, -0.20687], [-4.45897, -0.71308, -1.16947], [-4.92537, 0.51462, 0.84283], [-1.65577, 3.93802, -4.25917], [-0.37077, 4.28502, 1.44353], [-1.81877, 3.16632, -3.11787], [-1.52687, -3.36328, -0.63337], [0.36423, -2.56478, 2.35213], [-0.16267, 4.89772, 2.67023], [2.53713, -1.75018, 2.34463], [-3.68307, 1.12302, 0.76563], [-1.46537, -3.02018, -2.06877], [-0.28337, 4.17122, 3.84353], [0.27913, -2.44968, 3.73693], [-2.55397, -4.58788, 1.16003], [-3.21757, -0.10268, -1.26577], [4.01863, -0.69398, -2.10117], [0.44963, 3.70912, -2.45117], [-1.63797, -4.01278, 2.03143], [5.94813, -0.74738, 1.13023], [-0.69267, -3.13608, 1.51763], [-0.45447, 4.58542, -4.49787], [4.35303, -0.85308, -0.66667], [0.59243, 4.47492, -3.59697], [1.38873, -2.00398, 4.43323], [-2.49757, -4.26148, -0.17707], [4.94573, -1.14198, 2.00683], [2.53513, -1.65898, 3.73743], [-2.84147, 0.80162, -0.28797], [3.67323, -1.37258, 1.49803], [-5.31057, -0.40368, -0.12087], [1.11033, -1.65738, -3.63827], [3.39873, -1.30078, 4.27093], [-2.44917, -3.07878, -2.52517], [6.94823, -0.56438, 1.49433], [-1.02757, 1.13712, 2.54043], [4.03533, -1.65768, -2.61017], [-0.63797, -2.68598, 4.24883], [4.73503, -0.05188, -2.60417], [1.26563, 3.60792, -1.74547], [1.52683, 4.98002, -3.78267], [-2.75857, 2.66092, -2.93277], [-3.28627, -5.29198, 1.52263], [-4.77057, -1.41638, -1.92617], [-2.56337, -0.32048, -2.09877], [-0.27747, 4.84912, 0.52503], [-1.63407, -4.27378, 3.07713], [-0.69257, 2.25722, 4.71343], [-0.32877, 5.17322, -5.39407], [-5.59537, 0.76742, 1.64983], [-0.82017, -3.72268, -2.60017], [-3.38647, 1.84882, 1.51113], [-6.28177, -0.86928, -0.05987], [5.16313, -1.27928, 3.05473], [0.08883, 5.94552, 2.70453], [-0.12237, 4.65552, 4.79393], [-2.46887, 4.02682, -4.96277], [6.40413, -0.27328, -0.90867], [-1.05087, -2.02858, -2.21437], [-3.17347, -4.69638, -0.89607], [3.02083, -0.27878, -2.23167], [1.35863, -1.93208, 5.50813]],
  "forces_ev_per_a": [[0.6, 0.2, 4.6], [-0.3, 0.2, 0.2], [0.1, -2.0, 0.2], [-0.7, -0.4, -0.5], [0.1, 0.0, 0.9], [0.2, -0.7, 0.3], [0.7, 0.3, -0.5], [0.7, 1.0, -1.4], [-1.5, 0.2, -1.5], [-0.3, 1.2, -2.1], [-0.2, -0.3, -0.9], [0.0, -0.1, 0.0], [-0.2, -0.7, 1.0], [-0.1, -0.2, 0.0], [-0.2, -0.2, 0.2], [0.0, 0.0, -0.1], [0.0, 0.0, 0.0], [-0.1, -0.1, 0.0], [-0.1, 0.1, -0.2], [-0.2, 0.0, 0.0], [-0.6, -0.3, 0.0], [-0.2, 0.1, 0.3], [0.0, 0.1, 0.0], [0.1, 0.1, 0.3], [0.1, 0.2, 0.2], [0.1, 0.0, -0.2], [0.0, 0.1, -0.1], [0.2, -0.1, -0.4], [0.0, 0.0, -0.2], [0.1, -0.1, -0.2], [-0.1, -0.1, -0.2], [0.2, 0.0, 0.1], [0.3, 0.3, -0.3], [0.0, 0.0, -0.2], [-0.4, -0.2, 0.3], [0.0, 0.0, 0.0], [0.8, 0.3, -0.1], [0.1, 0.0, 0.1], [0.0, 0.0, -0.2], [0.2, 0.1, 0.2], [-0.4, -0.1, -0.3], [-0.1, -0.2, -0.3], [0.9, 0.6, -0.1], [0.5, 0.2, 0.4], [0.0, 0.0, 0.0], [-0.1, 0.3, 0.6], [0.1, 0.0, 0.0], [-0.1, 0.0, 0.0], [0.1, 0.0, 0.0], [0.0, 0.0, 0.0], [0.0, -0.1, 0.0], [-0.1, -0.1, 0.0], [0.0, 0.1, 0.0], [0.1, 0.0, -0.1], [0.1, 0.1, 0.0], [0.0, 0.0, 0.0], [-0.1, -0.1, 0.1], [0.0, -0.1, -0.1], [0.0, 0.0, -0.1], [0.0, 0.1, 0.0], [0.0, 0.0, 0.1], [0.0, -0.1, 0.1], [0.0, 0.1, -0.1], [-0.1, 0.0, 0.1], [0.0, 0.0, 0.0], [0.0, 0.0, 0.0], [-0.1, 0.0, 0.0], [-0.1, 0.0, 0.0], [0.0, 0.1, 0.0], [0.0, 0.1, 0.1], [-0.1, 0.0, -0.1], [0.0, 0.0, -0.1], [-0.1, 0.0, 0.0], [-0.1, 0.0, 0.0], [0.0, 0.1, 0.0], [0.0, 0.1, 0.1]],
  "homo_ha": [-0.5203, -0.5203],
  "lumo_energy_ha": [-0.27628, -0.27623],
  "de_lowest_kcal_mol": 90.9,
  "orbital_gap_ev": [6.6398, 6.6409],
  "charge": 2
}

[2]
{
  "formula": "C23H40Cl3N4O3SiTl",
  "method": "ωB97M-V/def2-TZVPD",
  "symbols": ["Tl", "Cl", "Cl", "Cl", "Si", "O", "O", "O", "N", "N", "N", "N", "C", "C", "C", "C", "C", "C", "C", "C", "C", "C", "C", "C", "C", "C", "C", "C", "C", "C", "C", "C", "C", "C", "C", "H", "H", "H", "H", "H", "H", "H", "H", "H", "H", "H", "H", "H", "H", "H", "H", "H", "H", "H", "H", "H", "H", "H", "H", "H", "H", "H", "H", "H", "H", "H", "H", "H", "H", "H", "H", "H", "H", "H", "H"],
  "xyz": [[2.13307, 0.79326, 0.99042], [1.19088, -1.73553, 1.11269], [3.59463, 1.74710, -0.84973], [2.88104, 2.05687, 3.03509], [-0.51279, 0.25944, -0.90561], [0.97505, -0.43927, -1.36095], [-2.72046, -2.11171, 2.43008], [-0.47146, 2.54741, 3.14721], [-1.89956, -4.25380, 2.47207], [0.71098, 0.15007, 5.14627], [-0.72818, 4.48385, 1.98196], [-0.75224, 1.49321, 6.10647], [1.91443, 1.61984, -3.89169], [-1.36186, 0.26175, 6.00340], [-0.00387, 3.59210, 2.70288], [1.23524, 0.42606, -3.65090], [-1.15841, 0.01224, 0.83831], [0.33947, 2.20061, -5.63342], [-1.58996, -4.26764, 1.05051], [-1.59447, -5.43324, 3.26551], [-2.12017, 4.18458, 1.69249], [0.14480, 0.08342, -4.45292], [-2.39309, -3.13149, 3.04874], [-0.31588, 0.97524, -5.43471], [2.72767, -2.75101, -1.88420], [1.47105, 2.50403, -4.86564], [-1.94094, -0.28957, -1.98752], [-0.19897, 2.10322, -1.18705], [-0.42966, -0.57629, 5.39480], [-0.14115, 5.64699, 1.33182], [0.50228, 1.38580, 5.56690], [2.14388, -1.88089, -2.95658], [2.45377, -3.71739, -4.64830], [2.00852, -2.35486, -4.20695], [1.77785, -0.45759, -2.54424], [3.54616, -3.83848, -4.55378], [-2.45836, -3.23146, 4.15136], [-0.66928, -3.68879, 0.84989], [1.60207, -1.72620, -5.00126], [-2.37665, 0.05814, 6.33190], [-1.85737, -1.35278, -2.25765], [0.79119, 2.41775, -0.80969], [-0.97914, 2.70924, -0.69739], [2.01463, 3.43953, -5.03184], [-0.83686, 6.49464, 1.39524], [-2.32073, -5.49118, 4.08092], [-2.41339, -3.83579, 0.46271], [-0.20178, 2.34452, -2.26479], [-2.88507, -0.14859, -1.43141], [1.97634, -4.53602, -4.08458], [-2.22240, 3.46988, 0.86221], [2.79677, 1.84349, -3.28879], [1.05425, 3.88529, 2.86623], [-2.00429, 0.31096, -2.90828], [-0.58490, -5.41555, 3.70059], [-0.32616, -0.89363, -4.33781], [-1.67840, -6.30860, 2.61809], [-0.74900, 0.69027, 1.59632], [-2.63305, 5.11358, 1.42452], [3.75763, -3.09964, -2.10133], [-2.24884, 0.11818, 0.85195], [-0.52151, -1.61166, 5.13259], [0.00846, 2.90802, -6.39510], [-1.44779, -5.31800, 0.77372], [-1.14283, 2.35255, 6.50111], [2.20742, -3.87078, -5.70693], [2.71091, -2.24127, -0.91247], [1.19472, 2.21134, 5.50590], [-1.17681, 0.72149, -6.04876], [2.73200, -0.02579, -2.19340], [-0.94086, -1.01447, 1.16580], [-2.57566, 3.74118, 2.58174], [2.10809, -3.65877, -1.80002], [0.79386, 5.89466, 1.84563], [0.08515, 5.45588, 0.26966]],
  "forces_ev_per_a": [[0.6, -1.2, 0.4], [1.9, 1.3, 0.9], [-0.6, -0.3, 1.3], [-0.3, -0.8, -1.3], [-0.4, 0.5, -1.1], [-1.0, 0.1, 0.7], [0.4, -1.4, 0.9], [0.4, 0.7, -0.4], [-0.1, 0.2, 0.0], [0.4, 0.4, 0.0], [0.0, 0.1, -0.1], [0.2, 0.4, 0.1], [0.0, 0.0, 0.0], [0.4, -0.8, -0.5], [-0.4, -0.1, 0.1], [0.4, -0.1, -0.1], [0.5, -0.6, 0.1], [0.2, -0.3, 0.3], [0.1, 0.1, 0.0], [0.0, 0.3, 0.2], [-0.1, -0.2, 0.0], [-0.2, 0.4, -0.3], [-0.2, 0.8, -0.9], [0.4, 0.2, 0.3], [0.1, -0.3, 0.4], [-0.1, 0.2, -0.3], [-0.2, 0.0, -0.2], [-0.2, 0.2, 0.0], [-0.5, 2.0, 0.8], [0.2, -0.2, 0.1], [-0.7, -1.4, 0.1], [-0.5, -0.2, -0.8], [0.1, -0.3, -0.2], [0.0, 0.5, 0.3], [0.6, 0.0, -0.3], [-0.3, 0.0, 0.1], [-0.2, 0.2, -0.2], [-0.4, -0.3, 0.0], [0.2, -0.1, 0.4], [0.3, 0.2, 0.0], [-0.1, 0.2, 0.0], [-0.3, 0.1, -0.1], [0.3, -0.1, -0.1], [-0.2, -0.3, 0.0], [0.3, -0.2, 0.1], [0.1, -0.2, -0.1], [0.3, -0.1, 0.3], [0.0, -0.1, 0.4], [0.4, -0.1, -0.2], [0.2, 0.3, -0.1], [0.0, 0.2, 0.2], [-0.3, 0.0, -0.3], [-0.4, 0.0, -0.1], [0.0, -0.3, 0.2], [-0.1, 0.0, -0.2], [0.0, 0.4, 0.1], [-0.1, 0.0, 0.3], [0.0, -0.1, 0.1], [0.1, -0.2, 0.1], [-0.5, 0.3, 0.0], [0.2, 0.3, -0.2], [0.0, -0.1, 0.0], [0.0, -0.3, 0.2], [0.0, 0.3, -0.2], [0.2, -0.8, -0.4], [0.1, 0.0, 0.3], [0.1, -0.3, -0.3], [-0.1, -0.1, 0.0], [0.2, 0.0, 0.1], [-0.4, -0.1, -0.5], [-0.5, 0.7, 0.0], [0.0, 0.0, -0.2], [0.2, 0.2, 0.2], [-0.2, 0.1, -0.2], [-0.1, 0.0, 0.3]],
  "homo_ha": -0.2973,
  "lumo_energy_ha": -0.11302,
  "de_lowest_kcal_mol": 0.0,
  "orbital_gap_ev": 5.0142
}

[3]
{
  "formula": "C8H6Cl3N3O4Pd",
  "method": "ωB97M-V/def2-TZVPD",
  "symbols": ["Pd", "Cl", "Cl", "Cl", "O", "O", "O", "O", "N", "N", "N", "C", "C", "C", "C", "C", "C", "C", "C", "H", "H", "H", "H", "H", "H"],
  "xyz": [[0.00000, 0.00000, 0.00000], [5.19500, 0.55920, -1.58750], [5.19690, -1.65110, 0.30780], [5.19650, 1.09540, 1.27430], [-0.00030, 3.94780, 3.96290], [-0.00030, 2.60830, 5.76260], [0.00000, 1.94420, 0.03840], [-0.00010, 3.61760, 1.58810], [-0.00010, 0.31170, 4.16110], [0.00000, 0.03840, 1.97520], [1.96830, 0.00000, 0.00000], [-0.00020, 2.72980, 4.54080], [3.13230, 0.00040, -0.00070], [-0.00010, 2.39990, 1.21320], [-0.00010, 1.59540, 3.65370], [0.00000, -2.04830, 3.34780], [0.00000, -0.58580, 3.12940], [4.60310, 0.00090, -0.00150], [-0.00010, 1.38610, 2.28110], [-0.00020, 0.09500, 5.14760], [-1.69180, 0.00000, 0.00000], [0.00010, -2.58140, 2.39200], [0.88870, -2.35470, 3.90820], [-0.88860, -2.35480, 3.90820], [-0.00020, 3.92400, 2.95850]],
  "forces_ev_per_a": [[-0.8, -0.4, -2.9], [-0.5, -0.2, 0.5], [-0.5, 0.4, -0.1], [-0.5, -0.2, -0.2], [0.0, -2.5, 4.6], [0.0, -0.2, 2.1], [-0.1, 1.5, -1.4], [0.0, -2.8, -2.2], [0.0, -0.5, -0.8], [-0.1, 2.4, 3.3], [4.9, -1.2, -0.5], [0.0, 4.5, -5.4], [-2.3, 0.0, 0.0], [0.0, 3.5, 3.0], [0.0, -2.3, -0.3], [0.0, -0.3, -0.2], [0.0, -0.7, 1.7], [1.4, 0.0, -0.2], [0.0, 0.7, 0.7], [0.0, -0.4, 0.0], [-1.4, -1.0, -0.4], [0.0, 0.2, 0.2], [-0.1, 0.1, 0.0], [0.1, 0.0, 0.0], [0.0, -0.6, -1.5]],
  "homo_ha": [-0.6146, -0.6320],
  "lumo_energy_ha": [-0.33109, -0.46376],
  "s_squared": 6.016,
  "orbital_gap_ev": [7.7150, 4.5780],
  "charge": 2,
  "spin_multiplicity": 5
}

The following electronic energy values (in eV) correspond, in order, to the records above: -73001.217; -86742.431; -62075.299.